Entry 1:
This record from the Open Molecules 2025 dataset describes a structure of composition CHF3MgNO3S2. The level of theory is ωB97M-V/def2-TZVPD.

Results
Energy above the lowest of the compared OMol25 structures with the same formula, charge and spin in kcal per mole: 0.00
Total charge: +1

Element x y z (Å)
1 Mg -2.77 1.20 -0.89
2 N 0.26 -0.22 -1.32
3 S 1.52 -0.72 -2.07
4 O 0.98 -1.69 -3.03
5 S 0.30 0.62 0.07
6 O -1.13 1.05 0.23
7 O 1.36 1.61 0.07
8 C 0.62 -0.79 1.37
9 F 1.65 -0.43 2.09
10 F -0.48 -0.83 2.10
11 F 0.82 -1.98 0.87
12 H -3.12 2.17 0.53

=====

Entry 2:
This record from the Open Molecules 2025 dataset describes a cluster of 2 separate species, C2H4O2 in total. The level of theory is ωB97M-V/def2-TZVPD.

Results
Energy above the lowest of the compared OMol25 structures with the same formula, charge and spin in kcal per mole: 91.86
SMILES string: C=O.C=O
Total charge: 0

Element x y z (Å)
1 O -0.51 -2.38 0.53
2 C -0.08 -1.31 0.14
3 H -0.60 -0.34 0.34
4 H 0.88 -1.26 -0.44
5 O 0.99 0.49 -0.31
6 C 0.08 1.36 -0.14
7 H -0.12 2.23 -0.81
8 H -0.64 1.20 0.70

=====

Entry 3:
This record from the Open Molecules 2025 dataset describes a structure of composition C41H56BClN6O3PdTe. The level of theory is ωB97M-V/def2-TZVPD.

Results
2S+1: 3
Energy above the lowest of the compared OMol25 structures with the same formula, charge and spin in kcal per mole: 9.78
Total charge: 0
<S²>: 2.009

Element x y z (Å)
1 Pd -0.13 -0.33 -0.35
2 C -2.69 -4.79 1.69
3 C -1.46 -3.99 1.42
4 C -0.19 -4.18 1.93
5 C 0.60 -3.16 1.39
6 N -0.15 -2.42 0.57
7 N -1.41 -2.91 0.61
8 B -2.53 -2.40 -0.34
9 N -3.15 -1.10 0.15
10 N -2.50 0.09 0.21
11 C -3.34 0.96 0.78
12 C -4.56 0.32 1.05
13 C -4.41 -0.98 0.64
14 C -5.41 -2.07 0.74
15 C -3.01 2.37 1.23
16 C -1.85 2.97 0.45
17 C -4.24 3.27 1.05
18 C -2.65 2.30 2.72
19 N -1.92 -2.30 -1.76
20 N -0.71 -1.75 -2.01
21 C -0.29 -2.22 -3.19
22 C -1.28 -3.07 -3.71
23 C -2.29 -3.09 -2.79
24 C -3.57 -3.85 -2.84
25 C 1.01 -1.90 -3.90
26 C 2.05 -1.16 -3.04
27 C 1.63 -3.21 -4.39
28 C 0.63 -1.06 -5.13
29 C 2.05 -2.90 1.71
30 C 2.12 -2.39 3.16
31 C 2.83 -4.22 1.60
32 C 2.69 -1.89 0.77
33 H -2.45 -5.59 2.39
34 H -3.08 -5.23 0.77
35 H -3.47 -4.17 2.12
36 H 0.10 -4.96 2.62
37 H -3.38 -3.23 -0.36
38 H -5.44 0.76 1.49
39 H -6.34 -1.66 1.14
40 H -5.07 -2.86 1.40
41 H -5.63 -2.53 -0.23
42 H -2.14 3.11 -0.59
43 H -0.98 2.32 0.50
44 H -1.58 3.94 0.87
45 H -4.59 3.24 0.02
46 H -3.98 4.30 1.29
47 H -5.05 2.97 1.71
48 H -1.80 1.62 2.87
49 H -3.49 1.93 3.30
50 H -2.38 3.29 3.10
51 H -1.25 -3.60 -4.65
52 H -3.72 -4.24 -3.85
53 H -4.42 -3.22 -2.58
54 H -3.55 -4.70 -2.15
55 H 2.81 -1.86 -2.68
56 H 1.61 -0.68 -2.18
57 H 2.56 -0.40 -3.63
58 H 1.84 -3.87 -3.54
59 H 2.57 -3.00 -4.90
60 H 0.98 -3.74 -5.09
61 H 0.08 -0.17 -4.82
62 H -0.01 -1.62 -5.81
63 H 1.53 -0.75 -5.68
64 H 1.63 -3.09 3.84
65 H 1.62 -1.43 3.24
66 H 3.16 -2.29 3.48
67 H 2.48 -4.95 2.32
68 H 3.89 -4.04 1.78
69 H 2.72 -4.64 0.60
70 H 2.13 -0.95 0.74
71 H 2.76 -2.30 -0.23
72 H 3.71 -1.66 1.11
73 C 2.36 3.32 5.57
74 C 3.27 2.28 4.99
75 C 4.17 1.59 5.80
76 C 5.01 0.63 5.27
77 Cl 6.12 -0.20 6.30
78 C 4.98 0.33 3.92
79 C 4.08 1.01 3.10
80 C 3.24 1.97 3.63
81 O 2.40 2.67 2.79
82 C 1.06 2.22 2.77
83 C 0.76 1.20 1.66
84 O 0.09 0.19 1.95
85 O 1.15 1.45 0.48
86 H 2.88 3.91 6.33
87 H 1.49 2.85 6.05
88 H 2.00 3.99 4.80
89 H 4.21 1.81 6.86
90 H 5.65 -0.42 3.52
91 H 4.04 0.80 2.04
92 H 0.44 3.10 2.57
93 H 0.75 1.77 3.72
94 C 0.84 3.59 -1.78
95 Te -0.21 1.79 -2.32
96 C 0.59 2.31 -4.28
97 C 0.70 3.80 -4.25
98 C 0.67 4.55 -5.42
99 C 0.83 5.93 -5.37
100 C 1.01 6.56 -4.15
101 C 1.02 5.81 -2.98
102 C 0.86 4.43 -3.02
103 H 1.84 3.31 -1.45
104 H 0.33 4.07 -0.95
105 H -0.07 1.97 -5.08
106 H 1.57 1.85 -4.42
107 H 0.53 4.05 -6.37
108 H 0.79 6.51 -6.28
109 H 1.13 7.63 -4.11
110 H 1.14 6.31 -2.02

=====

Entry 4:
This record from the Open Molecules 2025 dataset describes a cluster of 2 separate species, C15H8F7O4S in total. The level of theory is ωB97M-V/def2-TZVPD.

Results
Energy above the lowest of the compared OMol25 structures with the same formula, charge and spin in kcal per mole: 5.55
Total charge: -1

Element x y z (Å)
1 F 0.96 -4.22 0.61
2 C -0.21 -3.59 0.65
3 C -0.35 -2.34 1.17
4 F 0.66 -1.69 1.77
5 C -1.64 -1.70 1.37
6 O -1.73 -0.56 1.87
7 C -2.79 -2.55 1.06
8 F -3.99 -2.08 1.45
9 C -2.67 -3.75 0.46
10 F -3.75 -4.54 0.25
11 C -1.37 -4.36 0.18
12 O -1.26 -5.49 -0.31
13 C -0.29 4.87 1.77
14 C 0.07 3.69 0.93
15 C -0.68 3.46 -0.23
16 C -0.44 2.35 -1.02
17 C 0.55 1.38 -0.64
18 C 0.64 0.17 -1.35
19 S 2.07 -0.77 -1.26
20 C 2.04 -1.59 -2.94
21 F 3.02 -2.51 -3.05
22 F 0.85 -2.21 -3.15
23 F 2.20 -0.63 -3.88
24 O 3.26 0.07 -1.18
25 O 1.94 -1.90 -0.39
26 C 1.39 1.71 0.47
27 C 1.12 2.82 1.25
28 H 0.34 4.95 2.66
29 H -0.22 5.81 1.21
30 H -1.34 4.77 2.11
31 H -1.45 4.18 -0.52
32 H -0.99 2.16 -1.94
33 H 0.03 -0.01 -2.23
34 H 2.26 1.09 0.72
35 H 1.75 3.03 2.12

=====

Entry 5:
This record from the Open Molecules 2025 dataset describes a structure of composition C22H40AlN2O5S. The level of theory is ωB97M-V/def2-TZVPD.

Results
DFT total energy in eV: -54105.83285
Total charge: -1

Element x y z (Å)
1 C -3.68 5.25 4.55
2 O -4.38 4.11 5.16
3 C -3.49 3.28 5.98
4 C -3.26 1.76 5.39
5 C -4.06 1.45 3.99
6 C -3.47 2.23 2.67
7 C -3.29 1.28 1.33
8 C -3.15 2.28 0.02
9 C -1.79 1.96 -0.85
10 Al -0.11 2.45 0.26
11 C -0.33 4.31 1.20
12 C 1.17 4.98 1.53
13 O 2.20 4.28 2.02
14 C 1.61 2.60 -0.86
15 C 1.62 1.68 -2.22
16 C 1.38 0.06 -1.95
17 C 2.45 -0.60 -0.90
18 N 3.41 -1.60 -1.51
19 C 4.07 -2.29 -0.30
20 C 2.71 -2.73 -2.23
21 C 3.46 -3.28 -3.63
22 O 1.55 -3.24 -1.81
23 N 0.23 1.11 1.64
24 C 0.29 1.74 2.86
25 S 0.38 2.68 4.28
26 H -2.81 5.69 5.21
27 H -4.45 6.12 4.36
28 H -3.20 4.93 3.52
29 H -3.98 3.24 7.06
30 H -2.41 3.76 6.16
31 H -2.10 1.55 5.27
32 H -3.66 1.00 6.19
33 H -3.98 0.28 3.80
34 H -5.21 1.71 4.08
35 H -4.30 3.05 2.38
36 H -2.50 2.84 2.92
37 H -4.25 0.62 1.17
38 H -2.34 0.58 1.42
39 H -3.03 3.38 0.47
40 H -4.10 2.30 -0.67
41 H -1.67 0.81 -1.12
42 H -1.82 2.66 -1.80
43 H -0.87 5.01 0.43
44 H -0.92 4.22 2.21
45 H 1.32 6.14 1.31
46 H 2.53 2.36 -0.15
47 H 1.67 3.73 -1.22
48 H 0.71 2.01 -2.92
49 H 2.66 1.75 -2.81
50 H 0.30 -0.06 -1.46
51 H 1.33 -0.44 -3.01
52 H 3.12 0.28 -0.47
53 H 1.86 -1.02 0.05
54 H 4.81 -3.12 -0.67
55 H 4.56 -1.50 0.43
56 H 3.16 -2.77 0.30
57 H 4.37 -2.60 -3.94
58 H 2.69 -3.27 -4.54
59 H 3.87 -4.34 -3.37
60 O 4.45 -6.63 -5.19
61 C 3.25 -6.79 -5.05
62 O 2.29 -6.02 -5.64
63 C 1.01 -6.43 -5.18
64 C 1.19 -7.84 -4.69
65 C 2.61 -7.83 -4.18
66 H 0.69 -5.75 -4.38
67 H 0.28 -6.37 -5.99
68 H 0.46 -8.13 -3.93
69 H 1.10 -8.54 -5.53
70 H 2.67 -7.51 -3.14
71 H 3.09 -8.81 -4.31

=====

Entry 6:
This record from the Open Molecules 2025 dataset describes a cluster of 2 separate species, C4H10N3O2S in total. The level of theory is ωB97M-V/def2-TZVPD.

Results
Energy above the lowest of the compared OMol25 structures with the same formula, charge and spin in kcal per mole: 81.05
Total charge: +1

Element x y z (Å)
1 C 1.71 1.79 0.04
2 C 0.13 0.26 -0.40
3 C 1.27 -1.63 0.71
4 C -2.61 -0.79 -0.76
5 N 2.13 0.69 0.60
6 N 1.09 -0.24 0.52
7 N 0.56 1.68 -0.62
8 O -1.98 1.64 0.06
9 O -1.55 -0.22 1.69
10 S -1.60 0.28 0.35
11 H 2.54 2.63 0.13
12 H 0.11 -0.57 -1.87
13 H 1.14 -2.01 -0.34
14 H 2.25 -1.77 1.10
15 H 0.47 -2.00 1.40
16 H -3.68 -0.56 -0.54
17 H -2.34 -0.33 -1.71
18 H -2.50 -1.84 -0.94
19 H 2.99 0.55 1.11
20 H -0.13 2.44 -0.54

=====

Largest force on an atom readings, ordered: 3.3; 7.0; 1.8; 2.9; 10.7; 4.3 eV Å⁻¹